{"formula": "C2HF5NO5S2Sn", "method": "ωB97M-V/def2-TZVPD", "e_tot_ha": -2017.57064, "relative_energy_kcal_mol": 0.0, "s2": 0.753, "lumo_energy_ev": [-0.556, -1.172], "homo_energy_ev": [-9.731, -9.729], "multiplicity": 2, "elements": ["N", "S", "O", "O", "C", "F", "F", "S", "O", "O", "Sn", "C", "F", "F", "F", "O", "H"], "positions_angstrom": [[3.17751, 0.58644, -0.36170], [3.92752, 1.54416, -1.45647], [3.95240, 1.07679, -2.83533], [3.21211, 2.85643, -1.23700], [5.55302, 2.02963, -0.55964], [6.08445, 0.90050, -0.04646], [6.39266, 2.41312, -1.55379], [2.21821, 1.27934, 1.02572], [3.06004, 2.41933, 1.56108], [1.96771, 0.27728, 2.07235], [4.23905, 3.43917, 0.43496], [2.74673, -0.89978, -0.40996], [3.38291, -1.55789, 0.55901], [1.47121, -1.28804, -0.38476], [3.22932, -1.34728, -1.57035], [-0.26285, -1.11728, 2.54922], [0.54227, -0.60652, 2.29948]], "mulliken_spin": [0.000, 0.000, 0.000, 0.000, 0.000, 0.000, 0.000, 0.001, 0.000, 0.001, 0.000, 0.000, 0.000, 0.000, 0.000, 1.023, -0.024]}